(1)
17
Properties=species:S:1:pos:R:3 method="wB97M-V/def2-TZVPD" homo_ev=-9.1014 de_lowest_kcal_mol=20.6 energy_ha=-305.99102
H 1.67479 -1.74596 -1.02546
H -1.78808 1.81225 1.19702
H -1.90265 -1.46102 -0.23456
H -2.46811 0.38996 0.40844
H 2.22109 0.12913 1.13134
C -1.81244 1.24525 0.26052
C 0.04029 -0.54350 -0.30612
H -2.23912 1.88218 -0.52046
H 0.01607 2.75876 -0.11934
C -0.83114 -1.56535 -0.34126
H 1.95170 -0.03264 -1.18658
N 0.46281 1.84750 -0.27298
C 1.51721 -0.78563 -0.51970
H -0.47663 -2.58248 -0.49232
N 2.25597 -0.81461 0.74146
C -0.39102 0.88350 -0.12084
H 1.76931 -1.41736 1.40078

(2)
17
Properties=species:S:1:pos:R:3 method="wB97M-V/def2-TZVPD" homo_ev=-9.2487 de_lowest_kcal_mol=48.3 energy_ha=-305.94684
H -1.58275 -0.01979 1.03649
H -2.77159 0.63136 -0.11846
N 0.84943 0.39390 1.54741
C -1.08231 -0.31628 -1.06813
C 2.11523 0.39245 0.81682
H 1.14909 -1.59785 0.84269
H -2.65812 -1.10860 0.15946
H 0.26698 1.17321 1.25144
H -1.50660 -0.76642 -1.96564
H -0.18488 1.48134 -0.65927
H 2.98674 0.08758 1.39057
N -0.15071 0.77090 -1.38969
H 0.91772 -1.05991 -1.62270
H 2.29455 1.19181 0.09825
C 0.37917 -0.48678 -0.86719
C -2.06851 -0.19035 0.07116
C 1.04656 -0.57659 0.47678